1.
{"formula": "C2H5OP", "method": "the ωB97M-V functional and the def2-TZVPD basis", "lumo_energy_ev": 0.9, "smiles": "C=C=O.P", "orbital_gap_ev": 10.31, "multiplicity": 1, "max_force_ev_per_a": 1.65, "total_energy_ha": -495.72627, "e_homo_ev": -9.42, "e_above_lowest_ev": 1.476, "species": ["C", "C", "O", "H", "H", "P", "H", "H", "H"], "coordinates": [[3.03622, 0.38495, -0.26814], [2.08125, -0.45786, -0.07405], [1.18851, -1.18638, 0.08299], [3.61283, 0.78161, 0.54409], [3.31177, 0.68234, -1.26301], [-2.00136, -0.18513, -0.22272], [-3.34936, 0.15203, -0.30491], [-2.28120, -1.52119, 0.02460], [-1.97257, 0.10908, 1.13115]], "nbo_charge": [-0.793, 0.726, -0.460, 0.263, 0.265, 0.036, -0.017, -0.008, -0.012]}



2.
{"formula": "C2H5OP", "method": "the ωB97M-V functional and the def2-TZVPD basis", "lumo_energy_ev": 0.8, "orbital_gap_ev": 9.63, "multiplicity": 1, "max_force_ev_per_a": 4.45, "total_energy_ha": -495.67160, "e_homo_ev": -8.86, "e_above_lowest_ev": 2.964, "species": ["C", "C", "O", "P", "H", "H", "H", "H", "H"], "coordinates": [[0.72409, 1.37287, 1.15666], [0.16670, -0.55766, 0.59894], [0.03937, 2.10867, 1.78312], [-0.02549, 0.19603, -1.05022], [1.70786, 1.51606, 0.70421], [1.12715, -0.97978, 0.69727], [-0.74248, -0.95078, 1.06211], [-1.37402, 0.41527, -0.80907], [-0.27874, -0.87728, -1.68697]], "nbo_charge": [0.444, -0.761, -0.490, 0.313, 0.139, 0.209, 0.231, -0.025, -0.059]}



3.
{"formula": "C2H5OP", "method": "the ωB97M-V functional and the def2-TZVPD basis", "lumo_energy_ev": 0.8, "smiles": "O=CCP", "orbital_gap_ev": 10.70, "multiplicity": 1, "max_force_ev_per_a": 2.73, "total_energy_ha": -495.74507, "e_homo_ev": -9.86, "e_above_lowest_ev": 0.965, "species": ["O", "C", "C", "P", "H", "H", "H", "H", "H"], "coordinates": [[-1.02504, 1.76570, 1.08454], [-0.96971, 0.55944, 0.92654], [-0.06783, -0.47497, 0.06804], [0.65788, 0.31743, -1.45946], [-1.68837, -0.07124, 1.49256], [-0.73128, -1.28890, -0.21136], [0.69054, -0.84172, 0.75449], [1.35856, -0.83054, -1.82337], [1.77524, 0.86480, -0.83198]], "nbo_charge": [-0.506, 0.457, -0.782, 0.311, 0.088, 0.238, 0.247, -0.030, -0.023]}



4.
{"formula": "C2H5OP", "method": "the ωB97M-V functional and the def2-TZVPD basis", "lumo_energy_ev": [0.9, -2.5], "orbital_gap_ev": [7.09, 7.11], "multiplicity": 3, "max_force_ev_per_a": 4.87, "total_energy_ha": -495.59804, "e_homo_ev": [-6.16, -9.58], "e_above_lowest_ev": 1.632, "species": ["C", "C", "O", "P", "H", "H", "H", "H", "H"], "coordinates": [[-0.32842, -0.68487, -1.20007], [0.30249, -0.44134, 0.38717], [0.36381, -0.49454, -2.18317], [0.47482, 1.31023, 1.10711], [-1.29470, -1.03102, -1.15833], [-0.29380, -1.08122, 1.05604], [1.24265, -0.97481, 0.26546], [-0.83649, 1.36223, 1.81042], [0.36966, 2.03534, -0.08463]], "nbo_charge": [-0.019, -0.663, -0.289, 0.288, 0.216, 0.236, 0.231, -0.002, 0.004]}



5.
{"formula": "C2H5OPS", "method": "the ωB97M-V functional and the def2-TZVPD basis", "lumo_energy_ev": 0.5, "orbital_gap_ev": 9.16, "multiplicity": 1, "max_force_ev_per_a": 3.55, "total_energy_ha": -893.91223, "e_homo_ev": -8.68, "e_above_lowest_ev": 1.649, "species": ["C", "C", "O", "P", "S", "H", "H", "H", "H", "H"], "coordinates": [[-1.35440, 0.86721, 0.20943], [0.83148, -0.35055, 0.25942], [1.15854, -1.37742, -0.68102], [0.36433, 1.32495, -0.37235], [-0.83466, -0.81270, 0.85835], [-1.77499, 1.21464, 1.07736], [-2.15150, 0.70068, -0.46477], [1.65672, -0.36509, 1.09227], [1.93167, -1.94427, -0.42312], [0.17281, 0.74255, -1.55558]], "nbo_charge": [-0.772, -0.303, -0.746, 0.560, 0.165, 0.222, 0.226, 0.196, 0.483, -0.030]}



6.
{"formula": "C2H5OPS3", "method": "the ωB97M-V functional and the def2-TZVPD basis", "lumo_energy_ev": 0.0, "orbital_gap_ev": 8.79, "multiplicity": 1, "max_force_ev_per_a": 3.42, "total_energy_ha": -1690.30215, "e_homo_ev": -8.82, "e_above_lowest_ev": 2.427, "species": ["C", "C", "O", "P", "S", "S", "S", "H", "H", "H", "H", "H"], "coordinates": [[-0.98329, -0.34233, -0.13034], [0.40851, -0.06245, 0.10719], [0.50844, -0.22434, -2.62242], [1.42666, 0.16798, -1.58869], [-2.00719, 0.09316, 1.43005], [1.09289, -0.69522, 1.63550], [0.45392, 1.93379, -0.41870], [-1.38471, 0.15213, -1.11410], [-1.09257, -1.39089, -0.10259], [-2.13170, -1.19385, 1.61141], [2.21916, -0.67616, 0.95969], [1.48987, 2.23818, 0.23300]], "nbo_charge": [-0.574, -0.494, -1.081, 1.258, -0.061, 0.105, -0.028, 0.271, 0.240, 0.118, 0.117, 0.128]}



7.
{"formula": "C2H5OS", "method": "the ωB97M-V functional and the def2-TZVPD basis", "lumo_energy_ev": 3.9, "orbital_gap_ev": 6.55, "multiplicity": 1, "max_force_ev_per_a": 4.51, "total_charge": -1, "total_energy_ha": -552.62560, "e_homo_ev": -2.64, "e_above_lowest_ev": 0.865, "species": ["S", "H", "O", "C", "C", "H", "H", "H", "H"], "coordinates": [[2.01708, -1.43341, -0.27907], [1.35185, -1.67900, -1.44370], [-1.89506, 2.07747, -0.13518], [-1.40671, 1.00593, -0.27663], [-1.00580, 0.20356, 0.99907], [-1.63127, 0.52041, -1.24012], [-1.40394, -0.82520, 1.26511], [0.08211, 0.21715, 0.78081], [-1.03653, 0.82460, 1.84983]], "nbo_charge": [-1.065, 0.083, -0.563, 0.457, -0.758, 0.113, 0.233, 0.297, 0.204]}



8.
{"formula": "C2H5PS", "method": "the ωB97M-V functional and the def2-TZVPD basis", "lumo_energy_ev": -1.3, "smiles": "CCP=S", "orbital_gap_ev": 7.26, "multiplicity": 1, "max_force_ev_per_a": 4.47, "total_energy_ha": -818.69510, "e_homo_ev": -8.59, "e_above_lowest_ev": 0.076, "species": ["C", "C", "P", "S", "H", "H", "H", "H", "H"], "coordinates": [[-0.78281, 0.51914, -0.32947], [0.39450, -0.42179, -0.53357], [1.45084, 0.04531, 1.00662], [0.62703, -0.69118, 2.70468], [-1.27524, 0.08165, 0.48841], [-0.46239, 1.47039, -0.09004], [-1.25866, 0.55182, -1.23255], [1.00517, -0.13977, -1.31916], [0.30155, -1.41558, -0.69492]], "nbo_charge": [-0.612, -0.694, 0.634, -0.408, 0.225, 0.204, 0.219, 0.207, 0.225]}



9.
{"formula": "C2H5S", "method": "the ωB97M-V functional and the def2-TZVPD basis", "lumo_energy_ev": [7.0, 7.0], "orbital_gap_ev": [1.94, 6.54], "multiplicity": 2, "max_force_ev_per_a": 0.96, "total_charge": -2, "total_energy_ha": -477.19024, "e_homo_ev": [5.05, 0.43], "e_above_lowest_ev": 1.010, "species": ["S", "H", "C", "C", "H", "H", "H", "H"], "coordinates": [[-0.30815, 1.32499, 0.72191], [-0.76582, 2.22667, 1.62010], [-0.30005, -1.37734, -1.00114], [0.93763, -1.33370, -0.51152], [-0.88150, -2.28897, -1.12542], [-0.84439, -0.45510, -1.16797], [1.45827, -2.25214, -0.26356], [1.33741, -0.34945, -0.31815]], "nbo_charge": [-1.161, 0.063, -0.663, -0.645, -0.001, 0.188, 0.017, 0.202]}



10.
{"formula": "C2H6B2F8N2O4Tl", "method": "the ωB97M-V functional and the def2-TZVPD basis", "lumo_energy_ev": -12.2, "orbital_gap_ev": 3.27, "multiplicity": 1, "max_force_ev_per_a": 2.75, "total_charge": 1, "total_energy_ha": -1511.01976, "e_homo_ev": -15.51, "species": ["Tl", "B", "F", "F", "F", "F", "B", "F", "F", "F", "F", "C", "N", "O", "O", "H", "H", "H", "C", "N", "O", "O", "H", "H", "H"], "coordinates": [[-0.95537, -0.23708, -0.36353], [-2.88142, 2.13035, -2.43633], [-2.80606, 0.81480, -2.00912], [-4.07555, 2.74299, -2.11095], [-1.82038, 2.85670, -1.90797], [-2.61150, 2.21813, -3.82868], [0.38475, 3.09744, -0.06993], [0.62502, 3.89357, 1.00698], [0.35336, 3.76110, -1.28258], [1.25606, 2.00173, -0.12081], [-0.94277, 2.51366, 0.10532], [0.34111, -5.10333, -0.46688], [-0.43845, -4.04570, -1.16707], [-0.76329, -3.03202, -0.56423], [-0.87811, -4.33336, -2.24301], [0.59666, -5.85496, -1.20464], [-0.32257, -5.49433, 0.29935], [1.25615, -4.67986, -0.06214], [2.52958, 1.22668, 2.44962], [1.24467, 0.63031, 2.87515], [1.15925, 0.06963, 3.92499], [0.27682, 0.70193, 2.11411], [2.33697, 2.29842, 2.43758], [2.82994, 0.87403, 1.46747], [3.30515, 0.94915, 3.15729]], "nbo_charge": [1.274, 1.322, -0.499, -0.445, -0.266, -0.344, 1.332, -0.439, -0.419, -0.539, -0.363, -0.478, 0.551, -0.477, -0.257, 0.257, 0.257, 0.241, -0.492, 0.549, -0.205, -0.349, 0.275, 0.261, 0.256]}



Number 1: M 76.0 g mol⁻¹. Number 2: M 76.0 g mol⁻¹. Number 3: M 76.0 g mol⁻¹. Number 4: M 76.0 g mol⁻¹. Number 5: M 108.1 g mol⁻¹. Number 6: M 172.2 g mol⁻¹. Number 7: M 77.1 g mol⁻¹. Number 8: M 92.1 g mol⁻¹. Number 9: M 61.1 g mol⁻¹. Number 10: M 500.1 g mol⁻¹.